Computed, not measured: C35H48N9O5S5Zr as an isolated structure in a non-equilibrium geometry, with ωB97M-V/def2-TZVPD.

```
103
C35H48N9O5S5Zr (ωB97M-V/def2-TZVPD)
Zr -0.59833 0.84041 1.17467
N -2.28194 -0.91251 1.63639
N -3.63835 -0.64062 1.37599
C -3.94517 0.26448 0.44434
N -5.20931 0.36916 0.06480
S -2.76063 1.26486 -0.27906
H -1.98645 -1.69334 1.02335
H -2.20233 -1.17705 2.61922
H -4.30931 -1.35115 1.64724
H -5.92845 -0.26948 0.37272
H -5.45958 1.04425 -0.64207
S 0.49017 -1.69789 0.27783
C 0.31772 -2.14150 -1.35467
N 1.26957 -2.71142 -2.03535
C 1.13202 -2.82817 -3.49893
C 0.42860 -1.59891 -3.99954
N -0.87518 -1.50746 -3.33360
C -2.01546 -1.13478 -4.20535
C -2.22813 -2.17524 -5.27151
C -2.62662 -3.46468 -4.92081
C -2.80104 -4.42670 -5.90221
C -2.58609 -4.10630 -7.23904
C -2.19468 -2.82519 -7.59270
C -2.01319 -1.86119 -6.60730
C -1.00725 -1.87734 -2.07837
S -2.41428 -2.22482 -1.27154
C 2.48445 -3.33566 -1.44908
C 3.71004 -2.49412 -1.66944
C 4.10572 -1.61346 -0.66061
C 5.24735 -0.83927 -0.80043
C 6.00201 -0.92882 -1.96611
C 5.62872 -1.81695 -2.96407
C 4.49538 -2.60642 -2.81043
H 0.56989 -3.73303 -3.74354
H 2.13198 -2.90807 -3.92069
H 0.24692 -1.70265 -5.06824
H 1.01252 -0.68955 -3.82621
H -1.76338 -0.17237 -4.65305
H -2.88343 -1.00825 -3.56167
H -2.81167 -3.70970 -3.88050
H -3.11664 -5.42469 -5.63054
H -2.73108 -4.85624 -8.00427
H -2.03435 -2.57298 -8.63167
H -1.71623 -0.85644 -6.88730
H 2.54959 -4.32075 -1.91324
H 2.31061 -3.47459 -0.38725
H 3.54613 -1.60314 0.26894
H 5.58621 -0.20386 0.00938
H 6.90295 -0.34054 -2.07476
H 6.23962 -1.91971 -3.85021
H 4.25078 -3.33933 -3.57063
O 1.82338 -1.71986 3.87341
C 1.26941 -1.30110 5.04753
C 1.90418 -1.76148 6.19686
C 1.42080 -1.41382 7.43916
C 0.29164 -0.59766 7.56547
C -0.32522 -0.13061 6.43223
C 0.15211 -0.46544 5.15011
C -0.50785 0.11086 3.98278
O 0.06855 -0.11004 2.76640
N -1.51594 0.89162 4.07603
N -1.85428 1.59789 2.88023
C -2.89793 2.35606 3.13475
S -3.63920 2.35028 4.69165
C -5.02194 3.41065 4.21229
C -4.51148 4.39608 3.18261
S -3.57234 3.43458 1.96329
H 1.22757 -1.49370 3.14261
H 2.76634 -2.40358 6.08729
H 1.92017 -1.78399 8.32441
H -0.08562 -0.33282 8.54213
H -1.19018 0.51313 6.51264
H -5.37836 3.91253 5.11086
H -5.82316 2.78994 3.81205
H -3.84980 5.14213 3.62035
H -5.31887 4.89467 2.64810
C 3.05103 1.77514 -2.81329
O 1.67184 1.55221 -2.38759
C 1.41836 1.31722 -1.13362
O 0.21825 1.22937 -0.77105
N 2.40732 1.18120 -0.24588
N 2.02423 0.85722 1.06199
H 2.98104 2.05438 -3.85739
H 3.61804 0.84774 -2.70076
H 3.47953 2.59240 -2.23541
H 3.37837 1.12603 -0.53001
H 2.49315 1.48244 1.71586
H 2.30142 -0.10984 1.25107
C 0.78177 4.55660 -0.38225
C -0.34929 3.92934 0.40479
O 0.14736 2.98004 1.42405
C 0.45725 3.69493 2.66790
C 1.41802 2.93798 3.54504
H 0.52732 5.57623 -0.66717
H 0.98929 4.00425 -1.29808
H 1.69650 4.60550 0.21121
H -1.01127 3.36413 -0.24846
H -0.96263 4.66182 0.92770
H -0.49802 3.89364 3.15632
H 0.88941 4.64420 2.35245
H 1.18951 1.87194 3.63134
H 1.35769 3.34805 4.55295
H 2.45211 3.05270 3.21418
```

The net charge is +3. The HOMO energy comes out at -14.8 eV. The gap between HOMO and LUMO comes out at 6.73 eV. The value obtained for the electronic energy is -116161.21185 eV. The multiplicity is 1.


Computed, not measured: a 3-piece molecular cluster, C35H49F7N6O6P overall in a non-equilibrium geometry, with ωB97M-V/def2-TZVPD.

```
104
C35H49F7N6O6P (ωB97M-V/def2-TZVPD)
C 2.66212 -0.04087 2.09025
C 1.80860 0.66719 1.01035
F 2.23050 0.00139 -0.19159
N 0.30948 0.76995 1.16680
C -0.03014 -0.63100 1.43864
O -0.28613 -0.91280 2.57266
C -0.17104 -1.81778 0.40860
F 0.94377 -2.63521 0.60838
F -0.14934 -1.46228 -0.91712
C -1.41802 -2.75055 0.78410
F -2.52194 -2.03233 1.19083
F -1.09083 -3.59033 1.82748
C -1.88670 -3.67558 -0.42006
F -0.84611 -4.19563 -1.13645
F -2.81324 -2.99066 -1.20779
C -2.72339 -4.89853 0.27112
O -2.45879 -6.03978 0.02645
O -3.73004 -4.64206 1.20397
C -0.04858 1.41384 -0.07256
N -1.17144 1.33397 -0.71303
C -1.39311 1.99865 -2.03128
C -1.90837 0.96044 -3.13334
N -1.38664 1.40450 -4.46563
C -2.34697 0.57174 -0.19552
C -3.72801 1.35261 -0.40596
C -4.71221 0.85665 0.74355
C -6.19249 1.30519 0.42588
N -7.16434 0.19794 0.34572
C -7.00625 -1.17944 0.31269
C -8.34564 -1.74833 0.22003
C -9.29423 -0.59398 0.17073
C -8.49413 0.62036 0.25273
N 1.08700 2.20850 -0.51297
P 0.77812 3.94462 -0.67492
O -0.53734 4.37317 -0.08589
C 2.03290 2.22176 0.70178
C 1.50769 2.90546 2.03794
C 2.24354 4.23621 2.44053
N 2.27964 4.50068 3.69190
C 3.50690 2.50294 0.21435
C 3.75714 2.35694 -1.33445
C 5.20457 2.88668 -1.66383
C 5.29484 4.18027 -2.35365
C 6.56593 4.76370 -2.75062
C 7.80337 4.02491 -2.43251
C 7.73874 2.72600 -1.73986
C 6.42958 2.16352 -1.35565
H 3.73079 0.26366 2.14638
H 2.65858 -1.15152 1.88321
H 2.25316 0.05481 3.13619
H -4.56763 -4.49871 0.71817
H -2.05771 2.89633 -1.94741
H -0.42432 2.38166 -2.46557
H -1.41399 -0.01683 -2.89859
H -3.02334 0.91742 -3.19038
H -2.13359 1.32286 -5.16074
H -1.18018 2.41132 -4.44314
H -2.39335 -0.41419 -0.72651
H -2.29649 0.42202 0.92196
H -3.58653 2.46083 -0.42434
H -4.20933 1.01538 -1.36948
H -4.57649 -0.24839 0.85222
H -4.33848 1.33399 1.69670
H -6.53688 1.98177 1.25775
H -6.16796 1.87039 -0.54800
H -6.01898 -1.69220 0.36814
H -8.61114 -2.82388 0.16913
H -10.40019 -0.60607 0.08341
H -8.81006 1.68224 0.23396
H 1.89566 4.72220 -0.26099
H 0.66753 4.15887 -2.09229
H 1.60121 2.24330 2.94523
H 0.40893 3.17012 2.00653
H 2.73809 4.94578 1.72925
H 2.80314 5.36874 3.85442
H 3.92954 3.49022 0.52598
H 4.15574 1.72373 0.71192
H 3.72502 1.28897 -1.68884
H 3.06078 2.93526 -1.99288
H 4.34167 4.72085 -2.59645
H 6.64358 5.73003 -3.29558
H 8.79796 4.41772 -2.74353
H 8.68662 2.17162 -1.52445
H 6.39321 1.16731 -0.85268
C -1.96163 -6.12424 -2.81895
C -2.38530 -6.86152 -4.06287
O -3.16060 -6.36852 -4.85412
C -1.80680 -8.23557 -4.28333
H -2.45295 -5.15136 -2.78849
H -2.24884 -6.68429 -1.93573
H -0.88148 -5.97152 -2.83082
H -2.09135 -8.89554 -3.46164
H -0.71927 -8.17422 -4.35668
H -2.19771 -8.64674 -5.21410
C 6.60036 -0.86724 5.07662
C 5.12122 -0.59541 5.01877
O 4.60236 -0.12802 4.02238
C 4.30879 -0.92459 6.24240
H 7.05789 -0.58319 4.12868
H 7.05537 -0.27915 5.87554
H 6.77652 -1.93102 5.24588
H 4.66318 -0.33910 7.09246
H 4.38427 -1.99088 6.46286
H 3.26240 -0.67818 6.05969
```

The net charge is +1. The HOMO energy comes out at -10.0 eV. The gap between HOMO and LUMO comes out at 6.34 eV. The value obtained for the electronic energy is -86614.57776 eV. The multiplicity is 1.


Computed, not measured: C35H50AsBN5PbS3Si3 as an isolated structure, with ωB97M-V/def2-TZVPD.

```
99
C35H50AsBN5PbS3Si3 (ωB97M-V/def2-TZVPD)
Pb 0.05904 -0.92907 -0.98373
C -4.33213 -0.15480 0.73788
C -3.16788 -0.10966 -0.04690
N -2.25775 -1.04673 0.00648
C -2.39778 -2.11270 0.82605
C -3.49774 -2.20178 1.70114
C -4.47603 -1.18790 1.61789
C -3.59592 -3.29185 2.60068
C -2.61886 -4.23592 2.57762
C -1.53646 -4.18014 1.67191
C -1.39609 -3.15964 0.75054
N -0.47282 -3.04498 -0.26158
C 0.25901 -4.07326 -0.80349
C 0.69549 -5.23738 -0.19754
C 1.37968 -6.24255 -0.91876
C 1.65862 -6.12224 -2.24496
C 1.27803 -4.93040 -2.91185
C 1.51711 -4.70383 -4.28480
C 1.12715 -3.53418 -4.86788
C 0.52436 -2.55238 -4.06087
N 0.29656 -2.73890 -2.78777
C 0.62087 -3.91293 -2.19780
H -5.07523 0.62468 0.64391
H -2.97563 0.71733 -0.72294
H -5.34198 -1.24723 2.26722
H -4.42945 -3.34680 3.28887
H -2.65310 -5.06299 3.27583
H -0.81529 -4.97219 1.72948
H 0.57482 -5.38310 0.86039
H 1.69527 -7.12878 -0.38172
H 2.17197 -6.90261 -2.79200
H 2.01606 -5.47369 -4.86255
H 1.29080 -3.34053 -5.91905
H 0.23645 -1.58826 -4.46624
S -4.10799 0.40434 -4.06851
C -2.75433 -0.36561 -3.45241
S -1.30277 0.45605 -3.10918
S -3.11152 -1.96692 -3.16401
C 3.15267 -2.65896 0.24918
C 3.35568 -1.66093 -0.84202
C 4.54283 -1.33330 -1.44840
C 4.25701 -0.35279 -2.43929
C 2.90704 -0.11950 -2.39184
C 2.13254 0.88504 -3.17763
N 2.33782 -0.94215 -1.43827
H 4.12840 -3.01077 0.58566
H 2.58900 -3.53066 -0.08565
H 2.63284 -2.24416 1.11071
H 5.50642 -1.74758 -1.19064
H 4.95738 0.15721 -3.08443
H 2.80179 1.68137 -3.50761
H 1.35540 1.35912 -2.57616
H 1.64758 0.47106 -4.06471
B 0.78036 -1.76002 4.04174
C 0.61026 -1.23491 2.55566
N 0.48489 -0.82005 1.48277
H 1.71360 -2.53985 4.04695
H -0.26217 -2.29902 4.35849
H 1.00821 -0.78571 4.73564
C 2.13296 1.92698 2.87129
Si 1.84194 2.78553 1.23868
C 3.16220 2.27147 0.02682
C 2.00742 4.63657 1.50004
As -0.29789 2.21788 0.38305
Si -0.79790 4.10130 -0.93733
C -0.86167 5.76746 -0.05852
C 0.51889 4.16141 -2.26631
C -2.46655 3.83173 -1.74939
Si -1.64995 2.64615 2.26210
C -1.92417 1.07987 3.22524
C -1.00802 3.93900 3.45781
C -3.29259 3.28391 1.61041
H 2.90792 2.46997 3.42032
H 2.47481 0.90544 2.70907
H 1.24964 1.86003 3.50558
H 4.07098 2.00798 0.57461
H 3.40725 3.08174 -0.66447
H 2.89173 1.39829 -0.56413
H 3.04726 4.84761 1.76786
H 1.36658 5.00322 2.30291
H 1.77527 5.20231 0.59686
H 0.03795 6.35122 -0.26037
H -0.95874 5.68282 1.02258
H -1.72262 6.33008 -0.42779
H 1.52547 4.07591 -1.85156
H 0.45667 5.09864 -2.82623
H 0.38143 3.33537 -2.96731
H -3.27128 4.26875 -1.15513
H -2.68482 2.77515 -1.90475
H -2.47370 4.30282 -2.73600
H -1.00357 0.68850 3.65873
H -2.34192 0.28930 2.60120
H -2.62491 1.28412 4.04086
H -0.10875 3.60835 3.97808
H -1.79055 4.09468 4.20708
H -0.79268 4.89942 2.99065
H -3.63437 2.72012 0.74252
H -3.21844 4.33369 1.31580
H -4.05538 3.20126 2.38965
```

The net charge is -1. The HOMO energy (spin up / spin down) comes out at -4.7 / -4.8 eV. The gap between HOMO and LUMO (spin up / spin down) comes out at 5.29 / 5.08 eV. The value obtained for the electronic energy is -167463.73350 eV. The multiplicity is 1.